[1]
{"formula": "C22H15CoN7", "method": "ωB97M-V/def2-TZVPD", "species": ["Co", "C", "C", "N", "C", "C", "C", "C", "C", "C", "C", "N", "C", "C", "C", "C", "C", "C", "C", "C", "N", "C", "H", "H", "H", "H", "H", "H", "H", "H", "H", "H", "H", "H", "N", "H", "H", "H", "N", "C", "C", "C", "N", "C", "N"], "positions_angstrom": [[-10.376503, -9.673712, 2.271024], [-14.553618, -10.427743, 1.887306], [-13.343148, -9.744381, 1.918485], [-12.126243, -10.310864, 1.869943], [-12.096731, -11.696608, 1.707264], [-13.281227, -12.464824, 1.699990], [-14.504893, -11.797345, 1.864385], [-13.098059, -13.856156, 1.519263], [-11.847289, -14.439559, 1.474491], [-10.677450, -13.660373, 1.455942], [-10.792052, -12.284094, 1.560809], [-9.794625, -11.349639, 1.583287], [-8.445866, -11.424493, 1.319501], [-7.785183, -12.454998, 0.634341], [-6.388676, -12.414403, 0.488131], [-5.678405, -11.371882, 0.931668], [-6.309143, -10.246722, 1.618228], [-5.604854, -9.101297, 1.990485], [-6.347140, -8.043404, 2.487972], [-7.733468, -8.109350, 2.611764], [-8.477489, -9.193366, 2.270270], [-7.746028, -10.298106, 1.844573], [-15.439641, -9.800148, 1.900100], [-13.284942, -8.658363, 2.044134], [-15.425865, -12.383440, 1.932388], [-13.896735, -14.541540, 1.372881], [-11.835320, -15.514082, 1.432778], [-9.707319, -14.043708, 1.508362], [-8.390837, -13.235991, 0.162746], [-5.825631, -13.257638, 0.025915], [-4.596033, -11.312362, 0.871751], [-4.511603, -8.958967, 1.794676], [-5.860596, -7.102363, 2.807626], [-8.284204, -7.241553, 3.047555], [-11.066788, -7.662312, 2.246665], [-11.628498, -7.479755, 1.420466], [-10.332831, -6.938357, 2.236860], [-11.673726, -7.487480, 3.041915], [-10.472047, -9.785634, 4.091193], [-10.772740, -10.430214, 5.029871], [-11.090797, -11.144860, 6.103541], [-10.818476, -12.522896, 6.015889], [-10.614899, -13.647924, 5.977241], [-11.662548, -10.557019, 7.240235], [-12.030600, -9.974916, 8.177151]], "atomic_forces_ev_per_a": [[0.0718, 2.7810, -0.7470], [0.2828, 0.2639, 0.1034], [1.8805, 0.4067, 0.1638], [-3.3622, -2.3168, -0.9836], [-0.4976, 1.4121, 0.1901], [1.1520, 0.1499, -0.0202], [-1.0445, -0.2096, -0.3373], [0.7035, -0.3564, 0.0265], [-0.0520, 0.6174, -0.1907], [-1.3825, 0.3722, 0.5362], [0.3288, 0.5660, -0.3778], [0.5121, -1.8238, -0.4835], [-1.0035, -1.2685, 0.1231], [-0.6157, 0.3848, 0.1415], [0.1161, -1.8643, -0.8707], [0.4110, 2.2721, 1.7201], [-1.0585, -1.3327, -0.4175], [0.2146, 1.0058, -0.1783], [0.6887, 0.7077, 0.4728], [-1.3928, -0.6894, 0.1806], [3.8725, 0.1935, -0.2093], [1.7523, 1.7515, -1.0923], [-0.1297, -0.5618, 0.1661], [-0.5052, -0.4388, -0.1273], [0.3025, 0.1713, -0.1270], [-0.9594, -0.1133, 0.2371], [0.3792, -0.1829, -0.1000], [1.1201, -0.9926, -0.1011], [0.4451, 0.2639, 0.2653], [-0.7946, 0.7178, 0.2312], [-0.1140, -0.2080, -0.2359], [-1.1309, -0.4292, 0.3074], [-0.2877, -0.7302, -0.3106], [0.4651, -0.8389, -0.5399], [0.3028, 1.1301, -0.3907], [0.0260, 0.1198, -0.0842], [-0.5605, -0.4103, 0.1436], [0.1962, 0.0837, 0.1443], [-0.4159, -1.1108, 3.0332], [0.5237, 1.8748, -1.6951], [-0.3131, -1.0667, 0.6394], [-0.2518, 0.2239, 0.3994], [0.2497, -1.0380, -0.2583], [-0.2988, 1.2922, 1.7675], [0.1738, -0.7790, -1.1142]], "largest_force_ev_per_a": 4.2, "multiplicity": 5, "homo_ev": [-10.433, -10.449], "s_squared": 6.088, "energy_ha": -2613.16238, "e_lumo_ev": [-4.04, -5.84], "total_charge": 1, "gap_ev": [6.3921, 4.6042]}

[2]
{"formula": "C20H69CdN2O14", "method": "ωB97M-V/def2-TZVPD", "species": ["Cd", "C", "C", "O", "H", "H", "H", "H", "H", "C", "C", "O", "H", "H", "H", "H", "H", "H", "C", "C", "O", "H", "H", "H", "H", "H", "H", "C", "C", "O", "H", "H", "H", "H", "H", "H", "C", "C", "O", "H", "H", "H", "H", "H", "H", "C", "C", "O", "H", "H", "H", "H", "H", "H", "C", "C", "C", "O", "C", "N", "H", "H", "H", "H", "H", "H", "H", "H", "H", "H", "H", "C", "C", "C", "O", "C", "N", "H", "H", "H", "H", "H", "H", "H", "H", "H", "H", "H", "O", "H", "H", "O", "H", "H", "O", "H", "H", "O", "H", "H", "O", "H", "H", "O", "H", "H"], "positions_angstrom": [[1.284485, 3.052425, 0.380482], [-0.244813, -0.167239, -0.277564], [-1.218681, 0.980397, -0.287972], [-0.621326, 2.142764, 0.189788], [0.279737, -0.165043, 0.674805], [0.494533, -0.010921, -1.079592], [-0.724492, -1.109269, -0.547053], [-2.084512, 0.721907, 0.342558], [-1.636105, 1.076905, -1.310128], [-0.375496, 2.043312, -4.183384], [-1.202597, 2.974269, -5.064128], [-2.495874, 2.462743, -5.329218], [0.517830, 2.570751, -3.854656], [-0.197625, 1.102976, -4.706157], [-0.951711, 1.801345, -3.285122], [-0.664686, 3.188111, -5.996805], [-1.327838, 3.947258, -4.587607], [-2.442787, 1.774588, -5.998522], [-0.735942, -0.187064, 3.590803], [-0.897506, 0.992773, 4.516021], [0.361827, 1.228157, 5.143788], [0.071911, 0.030328, 2.889878], [-1.641200, -0.397346, 3.019616], [-0.509186, -1.080431, 4.176322], [-1.691991, 0.814911, 5.250854], [-1.266741, 1.860216, 3.950236], [0.243710, 1.960021, 5.757230], [-3.675891, 5.109269, 2.467632], [-2.934546, 4.291427, 1.440725], [-1.751569, 3.767369, 2.065979], [-3.037030, 5.934530, 2.791365], [-3.918751, 4.515829, 3.348513], [-4.594423, 5.544636, 2.073118], [-2.653493, 4.950476, 0.609043], [-3.539533, 3.461686, 1.065868], [-1.452947, 2.998150, 1.541951], [-4.402997, -3.101842, -1.081722], [-3.637764, -2.340297, -0.039275], [-4.161206, -2.620617, 1.263150], [-4.292948, -4.179853, -0.934094], [-4.111192, -2.887098, -2.110779], [-5.477498, -2.918533, -1.017525], [-3.745020, -1.261368, -0.186732], [-2.578159, -2.610097, -0.088300], [-3.527135, -3.136287, 1.767038], [-1.984527, -1.361615, -3.541716], [-2.427614, -2.218011, -4.705472], [-1.362029, -2.724274, -5.489598], [-1.507428, -0.446694, -3.927349], [-1.173853, -1.790385, -2.948912], [-2.795849, -1.037403, -2.891190], [-3.171950, -1.689368, -5.315418], [-2.973694, -3.089347, -4.333313], [-0.830959, -1.996100, -5.824803], [2.792861, -1.405780, 3.784941], [3.812068, -0.285861, 3.887087], [4.917776, -0.416161, 2.849860], [5.647140, -1.576188, 3.134886], [6.690440, -1.820713, 2.215268], [3.128043, 1.026481, 3.740625], [3.300560, -2.364595, 3.725704], [2.212007, -1.278107, 2.861580], [2.077031, -1.351861, 4.604025], [4.277817, -0.330328, 4.879285], [5.570201, 0.469202, 2.882881], [4.446960, -0.493785, 1.852735], [7.021572, -0.897539, 1.731396], [6.368126, -2.525966, 1.437511], [7.533259, -2.283640, 2.725121], [2.334502, 1.002049, 4.382238], [3.760821, 1.749623, 4.069980], [1.422592, -3.367749, -2.444192], [1.515945, -3.540297, -0.936042], [0.267484, -4.262573, -0.405737], [0.246795, -4.372400, 1.001789], [0.096822, -3.121494, 1.658434], [2.801831, -4.161467, -0.556580], [2.228201, -2.725213, -2.806869], [0.518329, -2.812026, -2.699506], [1.431753, -4.325045, -2.962553], [1.574385, -2.537048, -0.495043], [0.258638, -5.286888, -0.781942], [-0.610681, -3.708366, -0.771628], [-0.776956, -2.570428, 1.300019], [1.007561, -2.541822, 1.476033], [0.021446, -3.354247, 2.717206], [2.737038, -4.370349, 0.439592], [2.903999, -5.078669, -0.986143], [0.560986, 4.988157, -0.282146], [0.500145, 5.932123, -0.110892], [-0.140775, 4.750954, -0.923738], [2.440821, 1.423163, 1.175313], [2.724477, 1.160244, 2.115111], [2.858264, 0.781561, 0.567119], [1.774794, 2.581997, -1.635666], [1.778208, 1.724320, -2.079711], [2.334058, 3.160545, -2.170090], [-4.453631, 1.810109, -1.566204], [-4.742476, 2.602057, -2.029770], [-3.566613, 1.629440, -1.891967], [-1.499570, 4.213811, -1.803709], [-2.325873, 4.009681, -2.248438], [-1.318700, 3.473022, -1.187574], [3.467687, -0.469523, -0.672405], [3.846729, -0.202308, -1.515688], [3.622194, -1.423130, -0.624129]], "atomic_forces_ev_per_a": [[-0.9562, -0.7190, 1.5490], [0.3016, 0.0792, -0.9441], [-0.2522, -0.3795, 0.3599], [-0.4505, 1.0075, -0.4143], [-0.0563, -0.4279, 0.0447], [0.1263, 0.0281, 0.1941], [-0.0105, -0.1232, 0.4061], [0.0680, 0.0787, 0.0005], [0.1808, 0.2173, 0.0566], [-0.8023, 0.2625, 0.0984], [0.3700, 0.0999, -0.2728], [-0.0858, 0.0557, 0.1827], [0.2523, -0.2414, -0.2384], [0.4516, 0.1018, 0.0177], [0.0595, 0.0336, -0.0261], [-0.0552, -0.1283, 0.0164], [-0.1472, -0.1049, 0.1500], [0.0129, 0.0105, -0.0170], [-0.0085, -0.1294, 0.1408], [-0.8964, 0.1300, -0.3595], [-0.0650, 0.2276, 0.0532], [0.0479, -0.1660, -0.0072], [-0.0664, 0.1707, 0.0339], [0.1830, -0.0132, -0.1348], [0.2758, -0.2336, 0.1645], [0.4627, 0.0812, 0.0090], [0.0861, -0.0196, 0.0659], [0.0343, 0.2276, 0.2144], [0.3706, -0.0529, 0.2878], [-0.0654, -0.0350, -0.0357], [-0.0359, -0.0248, 0.0431], [-0.0322, -0.0666, -0.0462], [-0.0024, -0.0917, -0.0937], [-0.0556, -0.1951, -0.1126], [-0.0721, 0.0823, -0.0962], [-0.0294, 0.1905, -0.1831], [-0.6162, -0.7078, -0.3611], [-0.0861, 0.1083, 0.3111], [0.1344, 0.0894, -0.0383], [0.1474, 0.0497, 0.0278], [0.2105, 0.1666, 0.0847], [0.0739, 0.2257, 0.1312], [0.1313, -0.0128, -0.0886], [0.0269, 0.1440, -0.0066], [-0.0211, -0.0669, -0.0635], [0.9093, 0.9856, -0.2573], [-0.6702, -0.4445, 0.2685], [0.0540, 0.0165, 0.1378], [-0.3376, -0.0348, -0.0220], [-0.3844, -0.4832, 0.0758], [-0.1198, -0.1715, -0.0255], [0.2390, 0.1698, -0.0525], [0.2350, -0.0963, -0.0399], [-0.0657, 0.0623, -0.0258], [-0.1007, 0.3931, -0.5516], [0.1493, 0.0615, 0.4914], [-0.4558, -0.0565, 0.0098], [0.1795, 0.0191, 0.1984], [0.0251, -0.2902, -0.3841], [0.2482, -0.6507, -0.1372], [-0.0831, -0.0940, 0.2557], [0.0847, -0.0246, 0.0344], [0.0969, -0.2245, 0.1163], [0.0890, -0.1136, -0.1037], [-0.0356, -0.0103, -0.1252], [0.1959, 0.1406, 0.0154], [0.0784, -0.0017, 0.0685], [-0.0866, 0.1603, 0.0026], [-0.0462, 0.1051, 0.1766], [-0.1761, 0.3126, -0.2140], [-0.1082, 0.0857, -0.0464], [-0.0331, 0.5621, 0.2028], [0.3817, 0.0139, -0.1046], [0.5134, 0.3290, -0.0130], [-0.2902, 0.0482, 0.0106], [0.6028, -0.6289, -0.2112], [-0.4180, -0.0281, 0.3400], [0.2388, -0.3297, -0.0142], [-0.1224, -0.3514, -0.0378], [-0.0020, 0.0208, -0.1209], [-0.3364, -0.0432, -0.0641], [-0.1444, 0.0326, -0.1046], [-0.1024, -0.1973, 0.0584], [-0.0305, -0.0015, 0.0655], [-0.2411, 0.3461, 0.2484], [-0.1039, 0.1743, 0.0535], [0.1580, 0.0595, -0.0418], [-0.0332, 0.1239, -0.1919], [0.2549, 0.0840, -0.3250], [0.0083, -0.0172, 0.2160], [-0.2083, 0.5999, -0.0634], [0.5486, -0.3494, -0.0904], [-0.1666, 0.5769, 0.5794], [-0.1578, 0.0699, -0.1316], [0.9127, -0.0262, -1.6241], [-0.2227, -0.0933, 0.1816], [-0.0529, 0.0051, -0.0675], [0.1115, 0.0748, 0.1258], [-0.0951, -0.0545, -0.0792], [-0.0314, -0.0458, -0.0897], [0.4833, -0.3247, 0.2502], [-0.0550, 0.1082, 0.0146], [-0.4493, -0.3774, 0.0844], [-0.0278, 0.1073, -0.1398], [0.1310, -0.0621, 0.0312], [-0.0740, -0.1502, 0.0829]], "largest_force_ev_per_a": 2.0, "homo_ev": -11.515, "relative_energy_kcal_mol": 0.0, "energy_ha": -2133.71652, "e_lumo_ev": -3.60, "total_charge": 1, "gap_ev": 7.9203}

What is the formula in the second record? C20H69CdN2O14

Number 2 is which compound? C20H69CdN2O14